Model P:
17
Properties=species:S:1:pos:R:3 method="wB97M-V/def2-TZVPD" lumo_energy_ev=0.354 gap_ev=8.5 charge=0 spin_multiplicity=1
C 1.9328 0.0117 -0.5622
C 0.4252 0.2272 0.1367
C -0.4388 1.3493 0.0974
C -1.6571 -1.3346 -0.1089
C -0.2870 -1.1788 0.0636
H 2.0561 0.7965 -1.3738
H 2.9616 0.2177 0.3941
H 2.0269 -1.1717 -1.0773
H -0.0713 2.0770 -0.9021
H -0.1648 2.1331 1.0425
H -2.4721 1.7435 0.3264
H -2.0799 -2.2411 -0.5921
H 0.6632 -1.7725 -0.2818
H 1.1595 -0.8223 1.6812
N -1.8162 0.8630 0.2998
N -2.4878 -0.2306 -0.3895
N 0.2497 -0.6676 1.2461

***

Model Q:
17
Properties=species:S:1:pos:R:3 method="wB97M-V/def2-TZVPD" lumo_energy_ev=0.851 gap_ev=9.3 charge=0 smiles="CN1C=NN2C[C@@H]2C1" spin_multiplicity=1
C -2.6325 -0.2529 -0.1372
N -1.1892 0.1078 -0.2566
C -0.4644 1.2835 0.1151
N 0.7956 1.5510 0.1269
N 1.2331 0.2731 -0.4328
C 2.4292 -0.5965 -0.2208
C 0.9367 -0.6719 0.4803
C -0.3645 -1.2187 0.1398
H -2.8325 -1.3630 -0.5327
H -3.0884 -0.5062 1.0237
H -3.5758 0.4991 -0.5760
H -1.0619 2.0146 0.1668
H 2.6883 -1.2730 -0.9590
H 3.1636 -0.2691 0.6570
H 0.8303 -0.2662 1.4704
H -1.1619 -1.4768 1.0784
H -0.2646 -2.1433 -0.6540

***

If you had to bet on the most stable structure above, which would it be? Bet on model P.